1.
ORCA calculation (ωB97M-V with the def2-TZVPD basis set) on C33H33N2O6P2Rb as an isolated structure.

Last column: Löwdin charge in e.
Element x y z (Å)
Rb1 0.052 -0.386 -0.625  1.04
O1 0.213 -0.245 2.315  -0.15
C1 1.230 0.570 2.888  -0.26
C2 2.429 -0.234 3.359  -0.17
C3 3.067 -1.113 2.277  -0.14
C4 3.686 -0.338 1.144  -0.29
C5 5.030 0.022 1.182  -0.03
C6 5.575 0.718 0.118  -0.07
C7 4.767 1.027 -0.964  -0.05
C8 3.439 0.635 -0.921  -0.12
N1 2.901 -0.020 0.111  0.06
H1 -0.005 -0.972 2.906  0.09
H2 0.826 1.158 3.718  0.12
H3 1.517 1.265 2.099  0.12
H4 2.118 -0.873 4.193  0.11
H5 3.175 0.459 3.761  0.12
H6 2.316 -1.788 1.866  0.12
H7 3.840 -1.726 2.743  0.11
H8 5.640 -0.257 2.033  0.11
H9 6.620 1.000 0.125  0.11
H10 5.154 1.549 -1.828  0.11
H11 2.776 0.828 -1.759  0.09
O2 -1.929 -1.971 0.361  -0.45
P1 -3.408 -1.752 0.346  0.72
C9 -3.962 -0.050 0.693  -0.29
P2 -3.203 1.361 -0.193  0.70
O3 -1.775 1.593 0.176  -0.41
C10 -4.284 2.731 0.287  -0.26
C11 -4.445 3.009 1.646  -0.08
C12 -5.214 4.086 2.054  -0.08
C13 -5.822 4.902 1.109  -0.08
C14 -5.652 4.645 -0.242  -0.07
C15 -4.883 3.565 -0.653  -0.07
C16 -3.500 1.062 -1.934  -0.30
C17 -2.419 1.091 -2.806  -0.07
C18 -2.603 0.822 -4.158  -0.05
C19 -3.872 0.557 -4.638  -0.06
C20 -4.965 0.541 -3.774  -0.08
C21 -4.779 0.781 -2.427  -0.10
C22 -4.223 -2.715 1.641  -0.27
C23 -5.457 -2.397 2.203  -0.09
C24 -6.010 -3.207 3.185  -0.08
C25 -5.331 -4.339 3.612  -0.08
C26 -4.098 -4.659 3.061  -0.07
C27 -3.544 -3.851 2.080  -0.06
C28 -4.140 -2.254 -1.214  -0.27
C29 -5.511 -2.466 -1.359  -0.08
C30 -6.021 -2.874 -2.581  -0.08
C31 -5.161 -3.082 -3.654  -0.08
C32 -3.798 -2.877 -3.510  -0.05
C33 -3.281 -2.462 -2.291  -0.05
H12 -3.767 0.128 1.755  0.08
H13 -5.043 -0.011 0.533  0.07
H14 -3.952 2.394 2.390  0.11
H15 -5.333 4.295 3.109  0.11
H16 -6.422 5.744 1.427  0.10
H17 -6.115 5.289 -0.979  0.11
H18 -4.746 3.373 -1.709  0.10
H19 -1.423 1.332 -2.458  0.08
H20 -1.742 0.802 -4.812  0.11
H21 -4.015 0.345 -5.691  0.11
H22 -5.956 0.324 -4.150  0.11
H23 -5.632 0.757 -1.757  0.11
H24 -5.997 -1.511 1.890  0.10
H25 -6.968 -2.951 3.618  0.10
H26 -5.763 -4.968 4.379  0.10
H27 -3.566 -5.539 3.398  0.11
H28 -2.578 -4.084 1.651  0.11
H29 -6.179 -2.337 -0.515  0.10
H30 -7.083 -3.049 -2.693  0.10
H31 -5.560 -3.411 -4.605  0.11
H32 -3.124 -3.040 -4.341  0.12
H33 -2.212 -2.324 -2.184  0.09
O4 1.581 -1.817 -2.642  -0.08
N2 0.762 -1.071 -3.203  -0.72
O5 -0.317 -1.522 -3.637  -0.06
O6 0.993 0.167 -3.282  -0.13

highest occupied orbital energy = -8.062 eV
M = 701.1 g/mol
DFT total energy = -69255.8181 eV

2.
ORCA calculation (ωB97M-V with the def2-TZVPD basis set) on C33H33N5ReS6 as an isolated structure.

Last column: Löwdin charge in e.
Element x y z (Å)
Re1 0.393 0.054 0.056  1.15
S1 4.296 -3.163 5.291  0.51
C1 3.534 -2.238 4.160  -1.51
S2 4.225 -1.813 2.636  0.90
C2 2.858 -0.935 1.988  -1.13
C3 1.793 -0.863 2.809  -1.09
S3 0.274 -0.110 2.366  0.56
S4 1.942 -1.607 4.380  0.89
S5 2.908 -0.234 0.404  0.59
C4 -1.310 2.799 0.893  -0.19
N1 -0.272 2.160 0.073  -0.14
C5 0.239 2.868 -0.887  -0.08
C6 1.090 2.240 -1.820  -0.33
C7 1.877 2.658 -2.886  -0.03
C8 2.507 1.507 -3.379  -0.08
C9 2.075 0.441 -2.598  -0.20
N2 1.199 0.876 -1.663  -0.20
C10 -0.973 2.842 2.360  -0.28
C11 -1.869 2.346 3.295  -0.08
C12 -1.547 2.346 4.646  -0.08
C13 -0.322 2.839 5.064  -0.09
C14 0.573 3.353 4.132  -0.08
C15 0.244 3.362 2.788  -0.06
H1 -2.245 2.258 0.738  0.07
H2 -1.462 3.813 0.505  0.12
H3 -0.007 3.925 -0.976  0.14
H4 1.988 3.669 -3.244  0.10
H5 3.201 1.445 -4.200  0.09
H6 2.366 -0.596 -2.641  0.10
H7 -2.810 1.925 2.963  0.11
H8 -2.245 1.942 5.368  0.10
H9 -0.059 2.823 6.114  0.10
H10 1.532 3.736 4.456  0.10
H11 0.957 3.734 2.062  0.12
C16 -2.736 -4.326 -0.027  -0.05
N3 -3.212 -3.013 0.389  -0.20
C17 -3.585 -2.927 1.793  -0.09
C18 -2.930 -1.883 -0.310  -0.75
S6 -2.635 -0.418 0.479  0.66
N4 -2.889 -1.990 -1.654  -0.19
C19 -2.462 -0.862 -2.472  -0.10
C20 -3.655 -2.992 -2.384  -0.04
H12 -2.092 -4.729 0.758  0.09
H13 -2.144 -4.249 -0.935  0.06
H14 -3.562 -5.022 -0.195  0.10
H15 -4.063 -3.868 2.064  0.09
H16 -4.284 -2.109 1.948  0.07
H17 -2.720 -2.761 2.439  0.08
H18 -1.577 -0.394 -2.051  0.02
H19 -3.252 -0.109 -2.544  0.09
H20 -2.227 -1.244 -3.465  0.08
H21 -4.343 -3.505 -1.715  0.09
H22 -3.006 -3.723 -2.871  0.08
H23 -4.241 -2.482 -3.150  0.10
N5 0.414 -1.676 -0.589  -0.11
C21 0.472 -2.924 -0.819  -0.25
C22 0.905 -3.788 0.315  -0.18
C23 1.930 -4.714 0.136  -0.03
C24 2.455 -5.385 1.231  -0.06
C25 1.944 -5.150 2.500  -0.07
C26 0.909 -4.242 2.676  -0.09
C27 0.398 -3.553 1.588  -0.06
C28 0.147 -3.491 -2.156  -0.16
C29 -0.001 -2.648 -3.257  -0.05
C30 -0.365 -3.164 -4.489  -0.07
C31 -0.595 -4.527 -4.635  -0.08
C32 -0.459 -5.372 -3.544  -0.07
C33 -0.087 -4.856 -2.310  -0.05
H24 2.346 -4.876 -0.851  0.12
H25 3.274 -6.079 1.096  0.11
H26 2.363 -5.664 3.356  0.11
H27 0.521 -4.049 3.667  0.10
H28 -0.366 -2.798 1.721  0.07
H29 0.161 -1.586 -3.139  0.09
H30 -0.470 -2.502 -5.339  0.11
H31 -0.881 -4.929 -5.598  0.10
H32 -0.639 -6.434 -3.652  0.11
H33 0.016 -5.517 -1.458  0.11

highest occupied orbital energy (spin up / spin down) = -5.948 / -6.860 eV
M = 878.3 g/mol
expectation value of S² = 3.815
multiplicity = 4
DFT total energy = -109348.7571 eV

3.
ORCA calculation (ωB97M-V with the def2-TZVPD basis set) on C33H34F3N4O4P2V as an isolated structure.

Last column: Löwdin charge in e.
Element x y z (Å)
V1 0.130 -0.315 0.041  0.95
O1 0.145 1.473 1.045  -0.38
P1 -1.046 2.053 1.787  0.82
C1 -2.458 0.898 1.772  -0.26
P2 -2.955 0.208 0.164  0.81
O2 -1.730 0.095 -0.726  -0.39
C2 -3.774 -1.356 0.424  -0.28
C3 -3.282 -2.488 -0.215  -0.06
C4 -3.953 -3.693 -0.074  -0.05
C5 -5.099 -3.764 0.702  -0.06
C6 -5.590 -2.632 1.338  -0.06
C7 -4.935 -1.423 1.191  -0.07
C8 -4.130 1.330 -0.603  -0.29
C9 -4.162 1.353 -1.995  -0.07
C10 -5.047 2.188 -2.655  -0.06
C11 -5.909 3.000 -1.932  -0.06
C12 -5.888 2.974 -0.545  -0.06
C13 -5.003 2.139 0.118  -0.08
C14 -1.551 3.615 1.084  -0.26
C15 -1.847 3.669 -0.279  -0.08
C16 -2.219 4.867 -0.861  -0.05
C17 -2.291 6.019 -0.087  -0.05
C18 -1.983 5.973 1.264  -0.06
C19 -1.608 4.773 1.850  -0.06
C20 -0.650 2.257 3.519  -0.29
C21 -1.612 2.631 4.456  -0.09
C22 -1.268 2.745 5.791  -0.06
C23 0.036 2.486 6.194  -0.05
C24 0.994 2.113 5.266  -0.05
C25 0.655 1.996 3.925  -0.05
H1 -3.296 1.390 2.273  0.07
H2 -2.148 0.049 2.390  0.08
H3 -2.373 -2.428 -0.799  0.10
H4 -3.576 -4.578 -0.568  0.11
H5 -5.618 -4.707 0.808  0.11
H6 -6.485 -2.692 1.942  0.11
H7 -5.338 -0.540 1.673  0.11
H8 -3.484 0.729 -2.563  0.11
H9 -5.065 2.204 -3.736  0.11
H10 -6.598 3.651 -2.451  0.11
H11 -6.559 3.604 0.022  0.11
H12 -5.003 2.142 1.201  0.10
H13 -1.780 2.780 -0.890  0.08
H14 -2.446 4.904 -1.917  0.12
H15 -2.577 6.957 -0.543  0.11
H16 -2.028 6.872 1.863  0.11
H17 -1.357 4.750 2.903  0.10
H18 -2.631 2.843 4.152  0.11
H19 -2.014 3.034 6.518  0.11
H20 0.301 2.574 7.239  0.11
H21 2.008 1.910 5.581  0.11
H22 1.395 1.697 3.196  0.11
C26 0.585 1.819 -2.118  -0.18
N1 1.186 0.541 -1.643  -0.17
C27 2.619 0.816 -1.319  -0.16
N2 3.331 1.342 -2.460  -0.08
C28 2.686 2.581 -2.891  -0.15
N3 1.288 2.352 -3.263  -0.08
C29 1.249 1.361 -4.340  -0.15
N4 1.870 0.103 -3.932  -0.08
C30 1.163 -0.422 -2.787  -0.15
C31 3.257 0.368 -3.551  -0.15
H23 0.616 2.531 -1.290  0.12
H24 -0.457 1.614 -2.379  0.12
H25 3.080 -0.120 -0.992  0.13
H26 2.643 1.536 -0.496  0.14
H27 3.224 2.985 -3.749  0.13
H28 2.725 3.308 -2.076  0.13
H29 1.779 1.756 -5.209  0.13
H30 0.210 1.174 -4.618  0.13
H31 1.616 -1.358 -2.450  0.13
H32 0.116 -0.611 -3.041  0.14
H33 3.797 0.758 -4.414  0.13
H34 3.726 -0.565 -3.233  0.13
F1 1.412 -2.223 2.940  0.20
C32 1.475 -2.266 1.623  -0.52
F2 2.221 -3.281 1.237  0.20
F3 2.146 -1.099 1.219  0.08
C33 0.136 -2.133 0.901  -0.64
O3 0.183 -2.337 -0.358  -0.03
O4 -0.837 -1.575 1.493  -0.03

highest occupied orbital energy (spin up / spin down) = -10.638 / -9.992 eV
M = 720.5 g/mol
expectation value of S² = 0.761
multiplicity = 2
total charge = +1
DFT total energy = -101339.8864 eV

4.
ORCA calculation (ωB97M-V with the def2-TZVPD basis set) on C33H34FN5O2Y as an isolated structure in a non-equilibrium geometry.

Last column: Löwdin charge in e.
Element x y z (Å)
Y1 0.723 -0.630 1.005  1.62
O1 1.372 -3.404 4.140  0.13
C1 1.043 -2.960 3.070  -0.44
N1 1.804 -2.159 2.230  -0.04
C2 3.170 -2.356 2.203  -0.44
O2 3.757 -3.371 2.490  0.12
C3 3.950 -1.156 1.712  -0.19
C4 5.332 -1.220 1.700  0.03
C5 6.045 -0.091 1.340  -0.02
C6 5.344 1.058 1.009  -0.03
C7 3.961 1.026 1.028  -0.13
N2 3.257 -0.059 1.367  0.02
C8 -0.339 -3.240 2.514  -0.19
C9 -1.242 -3.979 3.255  0.03
C10 -2.429 -4.352 2.642  -0.02
C11 -2.656 -3.980 1.325  -0.02
C12 -1.717 -3.190 0.683  -0.12
N3 -0.580 -2.808 1.269  0.03
H1 5.804 -2.147 1.989  0.13
H2 7.124 -0.099 1.327  0.12
H3 5.854 1.971 0.738  0.11
H4 3.396 1.906 0.769  0.07
H5 -0.979 -4.271 4.260  0.13
H6 -3.160 -4.943 3.175  0.12
H7 -3.551 -4.276 0.800  0.12
H8 -1.877 -2.838 -0.329  0.12
C13 0.390 -2.402 -3.151  -0.04
C14 0.673 -1.438 -1.997  -0.41
C15 2.179 -1.355 -1.733  -0.06
C16 0.040 -0.073 -2.237  -0.16
C17 0.427 0.611 -3.390  -0.04
C18 -0.167 1.803 -3.740  -0.07
C19 -1.166 2.322 -2.924  -0.05
C20 -1.554 1.714 -1.740  -0.13
C21 -2.613 2.378 -0.876  -0.36
C22 -3.404 3.458 -1.606  -0.07
C23 -2.054 2.960 0.423  -0.05
C24 -0.930 0.490 -1.382  -0.20
N4 -1.085 -0.127 -0.127  -0.11
C25 -2.304 -0.311 0.510  -0.31
C26 -3.533 -0.589 -0.101  -0.04
C27 -4.666 -0.853 0.655  -0.07
C28 -4.615 -0.869 2.044  -0.07
C29 -3.409 -0.614 2.687  0.00
C30 -2.322 -0.339 1.899  -0.20
F1 -1.074 -0.122 2.536  -0.04
H9 0.764 -3.399 -2.921  0.09
H10 0.881 -2.068 -4.065  0.08
H11 -0.677 -2.473 -3.350  0.09
H12 0.185 -1.910 -1.130  0.08
H13 2.706 -0.976 -2.609  0.09
H14 2.598 -2.328 -1.474  0.10
H15 2.447 -0.645 -0.935  0.04
H16 1.180 0.179 -4.037  0.11
H17 0.121 2.319 -4.645  0.11
H18 -1.650 3.241 -3.227  0.10
H19 -3.335 1.609 -0.590  0.11
H20 -2.799 4.342 -1.815  0.08
H21 -4.231 3.783 -0.976  0.09
H22 -3.824 3.105 -2.548  0.09
H23 -1.394 3.805 0.213  0.07
H24 -1.503 2.234 1.017  0.05
H25 -2.871 3.343 1.033  0.09
H26 -3.574 -0.598 -1.182  0.13
H27 -5.599 -1.059 0.152  0.11
H28 -5.499 -1.079 2.627  0.11
H29 -3.308 -0.619 3.762  0.13
C31 2.763 4.197 -1.145  -0.07
C32 1.309 3.975 -0.743  -0.18
C33 1.130 2.732 0.009  -0.13
N5 1.026 1.753 0.601  0.14
H30 2.829 5.112 -1.727  0.09
H31 3.127 3.375 -1.758  0.08
H32 3.406 4.304 -0.274  0.08
H33 0.650 3.890 -1.611  0.11
H34 0.924 4.781 -0.113  0.13

highest occupied orbital energy = -10.277 eV
M = 640.6 g/mol
total charge = +1
DFT total energy = -50078.1614 eV